Below is C31H40ClN6OSSe4SiTi as an isolated structure, with properties calculated with ωB97M-V with the def2-TZVPD basis set.

* E_LUMO (alpha / beta): 1.99 / 1.99 eV
* E_tot: -13212.32787 hartree
* charge: -1

Each line ends with the Löwdin charge.
Cartesian coordinates (Å):
Ti 0.691 -1.971 -2.340  0.314
N 2.019 -2.441 1.690  0.109
C 3.377 -2.631 1.817  -0.262
C 3.934 -2.912 3.067  -0.042
C 5.298 -3.082 3.217  -0.115
C 6.139 -2.977 2.115  -0.118
C 5.590 -2.709 0.872  -0.122
C 4.220 -2.532 0.712  -0.455
S 3.625 -2.198 -0.902  0.896
N 1.918 -2.195 -0.744  -0.441
C 1.310 -2.242 0.493  -0.369
C -0.047 -2.146 0.483  -0.253
C -0.898 -2.161 1.649  -0.056
C -2.235 -2.067 1.529  -0.117
C -2.804 -1.935 0.215  -0.101
C -1.984 -1.920 -0.859  -0.192
N -0.615 -2.032 -0.806  -0.089
H 1.461 -2.733 2.472  0.117
H 3.278 -2.988 3.927  0.106
H 5.704 -3.299 4.197  0.093
H 7.207 -3.111 2.218  0.092
H 6.230 -2.640 0.000  0.103
H -0.455 -2.231 2.636  0.094
H -2.871 -2.072 2.405  0.093
H -3.871 -1.848 0.072  0.089
H -2.394 -1.808 -1.854  0.020
Se -1.247 -1.753 -4.140  0.038
Se -0.086 -0.746 -5.898  -0.086
Se 1.799 -2.117 -5.968  -0.078
Se 2.777 -1.564 -3.927  -0.021
C 0.222 -5.286 -4.305  -0.258
Si 0.698 -4.525 -2.640  0.413
C -0.527 -5.255 -1.381  -0.236
C 2.368 -5.304 -2.187  -0.251
H 0.288 -6.377 -4.257  0.016
H 0.881 -4.929 -5.099  -0.016
H -0.796 -5.008 -4.584  0.004
H -0.509 -6.349 -1.423  0.018
H -1.547 -4.921 -1.583  0.016
H -0.278 -4.945 -0.364  0.012
H 2.313 -6.392 -2.297  0.017
H 2.649 -5.079 -1.156  0.002
H 3.167 -4.930 -2.831  0.010
C 0.637 1.424 2.228  -0.035
C -0.420 2.403 1.701  -0.473
C -1.160 2.943 2.932  -0.036
C -1.455 1.637 0.862  -0.008
C 0.264 3.573 0.906  -0.418
O 1.002 4.408 1.810  -0.012
C -0.690 4.433 0.053  -0.112
C -1.671 5.389 0.764  -0.123
C -3.134 5.027 0.632  -0.234
C -3.668 4.624 -0.591  -0.031
C -5.009 4.304 -0.722  -0.094
C -5.836 4.393 0.386  -0.673
Cl -7.521 3.984 0.234  0.647
C -5.341 4.803 1.610  -0.104
C -3.994 5.119 1.720  -0.050
C 1.421 3.120 -0.017  -0.053
N 1.074 2.162 -1.042  -0.093
C 1.390 0.868 -1.098  -0.133
N 0.766 0.299 -2.108  -0.012
C 0.082 1.321 -2.680  -0.190
N 0.245 2.471 -2.069  0.129
H 0.175 0.751 2.952  0.086
H 1.452 1.950 2.730  0.093
H 1.053 0.790 1.448  0.058
H -1.568 2.096 3.488  0.092
H -2.003 3.574 2.665  0.057
H -0.496 3.485 3.608  0.089
H -1.805 0.771 1.426  0.081
H -1.067 1.253 -0.079  0.075
H -2.328 2.254 0.642  0.082
H 0.381 4.967 2.285  0.075
H -1.237 3.768 -0.607  0.080
H -0.059 5.027 -0.610  0.118
H -1.533 6.388 0.341  0.123
H -1.450 5.502 1.828  0.095
H -3.028 4.549 -1.461  0.121
H -5.412 3.983 -1.672  0.107
H -5.998 4.868 2.465  0.103
H -3.608 5.438 2.682  0.113
H 2.221 2.680 0.576  0.135
H 1.816 4.014 -0.501  0.136
H 2.043 0.363 -0.406  0.125
H -0.534 1.184 -3.553  0.070